Below is a 12-piece molecular cluster, C48H84O30 overall in a non-equilibrium geometry, with properties calculated with ωB97M-V/def2-TZVPD.

Properties
SMILES	CCOC(=O)OC.CCOC(=O)OC.CCOC(=O)OC.CCOC(=O)OC.CCOC(=O)OC.CCOC(=O)OC.O=C1CCCO1.O=C1CCCO1.O=C1CCCO1.O=C1CCCO1.O=C1CCCO1.O=C1CCCO1
net charge	0
molar mass	1141.2	g/mol
E_tot	-4136.7011	a.u.
HOMO level	-9.772	eV

The geometry in XYZ format:
```
162
C48H84O30 ωB97M-V/def2-TZVPD
O -24.07 4.00 0.60
O -23.66 2.10 1.80
O -25.43 3.24 9.62
O -29.60 -0.77 10.49
O -26.41 1.21 -0.44
O -21.65 -2.78 1.99
O -20.81 0.86 6.86
O -21.89 7.13 3.29
O -19.01 0.09 6.02
O -28.29 -2.35 9.69
O -23.91 -1.36 9.84
O -26.75 1.94 4.53
O -19.75 -0.78 7.96
O -27.77 6.10 5.41
O -28.57 0.96 -1.16
O -27.01 2.32 -2.13
O -30.82 -1.31 4.72
O -21.80 4.87 3.28
O -25.70 5.21 5.06
O -27.91 1.49 6.36
O -23.03 2.40 -0.38
O -32.16 0.34 5.41
O -26.14 7.42 5.18
O -21.35 5.89 1.48
O -26.81 -2.74 2.96
O -26.33 1.39 10.55
O -23.50 -1.75 1.31
O -27.61 2.61 9.37
O -21.91 -2.10 10.30
O -25.88 -2.12 4.85
C -22.69 -1.94 2.15
C -22.18 4.70 4.65
C -20.31 6.64 -0.54
C -30.33 0.36 8.46
C -25.52 0.97 6.26
C -17.72 -0.60 6.08
C -25.97 -4.96 2.80
C -25.38 1.92 4.07
C -29.25 -0.68 8.17
C -26.85 1.49 5.79
C -30.27 0.86 3.97
C -20.92 -2.88 3.26
C -27.48 1.45 -1.25
C -25.18 1.12 11.42
C -28.17 5.05 9.16
C -25.14 -4.17 3.75
C -22.02 0.60 7.62
C -21.29 7.00 0.55
C -22.45 1.05 -0.45
C -21.87 -2.46 4.32
C -24.50 1.61 5.32
C -26.44 6.15 5.19
C -30.37 0.40 10.05
C -25.92 -2.88 3.94
C -24.73 7.73 4.88
C -22.73 -1.40 3.56
C -21.69 6.08 2.77
C -29.47 -0.18 3.12
C -25.07 -1.71 9.07
C -26.66 -3.86 1.99
C -27.03 3.90 -3.87
C -27.96 3.70 8.47
C -24.98 -3.22 8.76
C -24.84 4.69 1.67
C -23.53 -3.55 9.15
C -25.28 6.02 1.16
C -17.37 -1.13 4.67
C -19.83 -0.02 7.06
C -29.54 -1.43 4.01
C -22.95 -2.33 9.83
C -26.36 2.50 9.82
C -28.59 4.49 3.82
C -31.22 -0.02 4.78
C -27.91 2.90 -3.11
C -28.37 4.78 5.26
C -28.98 -1.39 9.51
C -26.46 0.18 0.56
C -23.60 2.80 0.80
H -26.66 -5.51 3.43
H -21.80 0.64 8.68
H -17.83 -1.33 6.89
H -24.64 8.80 5.09
H -24.31 1.29 10.80
H -20.60 5.68 -0.95
H -23.75 -1.24 3.89
H -22.72 1.37 7.31
H -28.67 5.66 8.40
H -16.98 0.17 6.33
H -25.32 1.24 7.30
H -24.23 -3.81 3.26
H -29.52 -1.43 7.42
H -30.10 1.36 8.12
H -22.43 -0.35 7.30
H -21.74 5.48 5.27
H -25.30 1.79 12.26
H -31.37 0.28 10.48
H -25.01 -1.11 8.15
H -30.70 1.67 3.37
H -26.11 -3.52 1.12
H -26.35 4.36 -3.15
H -16.59 -1.86 4.88
H -28.27 2.12 -3.78
H -28.31 -0.23 7.84
H -25.71 4.07 1.87
H -20.63 -3.93 3.21
H -22.57 -3.27 4.53
H -18.23 -1.69 4.28
H -23.69 0.93 5.06
H -25.23 2.93 3.72
H -26.43 3.51 -4.68
H -29.27 5.05 5.80
H -21.84 3.69 4.85
H -25.97 -1.41 9.61
H -28.88 3.29 8.04
H -29.19 3.58 3.69
H -29.06 5.30 3.26
H -25.93 5.97 0.30
H -25.96 -0.64 0.07
H -27.19 5.43 9.41
H -28.45 0.13 2.91
H -24.23 4.77 2.57
H -27.61 4.23 3.42
H -22.41 1.02 -1.54
H -24.10 7.19 5.59
H -25.30 0.05 11.59
H -24.91 -4.59 4.71
H -31.31 0.08 8.11
H -27.74 4.07 5.80
H -28.80 3.33 -2.64
H -22.93 -3.75 8.26
H -19.35 6.52 -0.06
H -29.96 -0.40 2.17
H -21.01 7.92 1.06
H -23.27 4.80 4.73
H -29.55 -2.40 3.52
H -25.82 0.58 1.35
H -25.39 -5.63 2.18
H -25.64 -3.83 9.37
H -17.11 -0.39 3.91
H -29.54 1.37 4.61
H -21.38 -2.10 5.23
H -25.24 -3.48 7.74
H -27.67 4.69 -4.26
H -24.42 6.64 0.94
H -28.88 4.95 9.98
H -22.25 7.16 0.05
H -20.06 -2.24 3.18
H -27.67 -4.10 1.65
H -24.01 2.52 5.68
H -25.33 1.22 3.24
H -28.75 -1.38 4.75
H -22.12 -0.48 3.56
H -25.52 -0.11 6.25
H -23.46 -4.45 9.76
H -29.88 1.26 10.49
H -25.83 6.52 1.97
H -21.44 1.16 -0.06
H -20.43 7.44 -1.27
H -22.99 0.31 0.13
H -24.50 7.56 3.83
H -27.28 3.87 7.64
H -27.46 0.13 0.96
```

=====

Below is a 2-piece molecular cluster, C4H7NO overall in a non-equilibrium geometry, with properties calculated with ωB97M-V/def2-TZVPD.

Properties
net charge	0
molar mass	85.1	g/mol
E_tot	-286.3716	a.u.
HOMO level (spin up / spin down)	-9.318 / -9.155	eV

The geometry in XYZ format:
```
13
C4H7NO ωB97M-V/def2-TZVPD
O -2.26 -1.38 0.30
N 0.81 -0.22 -1.02
C -1.42 -0.96 -0.47
C -1.91 0.96 1.07
C -0.05 -0.40 -0.11
C 2.16 0.12 -0.65
H 0.24 -0.20 0.95
H -2.47 0.85 2.01
H -1.60 -1.05 -1.55
H 2.56 0.85 -1.35
H -1.12 1.72 1.18
H 2.29 0.50 0.38
H 2.76 -0.79 -0.74
```

=====

Below is one molecule with the formula C3H3NO2S2 in a non-equilibrium geometry, with properties calculated with ωB97M-V/def2-TZVPD.

Properties
SMILES	O=CC(=O)N(S)C=S
net charge	0
molar mass	149.2	g/mol
E_tot	-1117.6682	a.u.
HOMO level	-8.923	eV

The geometry in XYZ format:
```
11
C3H3NO2S2 ωB97M-V/def2-TZVPD
S -1.80 0.63 -0.72
S 2.05 -0.89 -1.34
O 1.46 0.82 1.14
O -1.60 -0.58 2.05
N -0.21 0.21 -0.38
C -0.63 0.15 2.07
C 0.33 0.41 0.91
C 0.52 -0.38 -1.37
H -2.43 -0.46 -0.25
H -0.05 -0.41 -2.29
H -0.28 0.64 3.00
```

=====

Below is one molecule with the formula C5H7N in a non-equilibrium geometry, with properties calculated with ωB97M-V/def2-TZVPD.

Properties
SMILES	C#C[C@@H]1CN1C
net charge	0
molar mass	81.1	g/mol
E_tot	-249.3405	a.u.
HOMO level	-9.387	eV

The geometry in XYZ format:
```
13
C5H7N ωB97M-V/def2-TZVPD
N -0.39 -0.32 0.44
C 2.65 -0.89 -0.32
C 1.74 -0.15 -0.50
C -1.74 -0.58 0.00
C 0.45 0.38 -0.48
C 0.02 1.13 0.71
H -0.67 1.95 0.53
H 0.67 1.23 1.57
H -2.16 0.25 -0.57
H 0.08 0.65 -1.45
H 3.54 -1.42 -0.21
H -1.82 -1.49 -0.61
H -2.36 -0.73 0.89
```

=====

Below is a 2-piece molecular cluster, C3H3Cl overall in a non-equilibrium geometry, with properties calculated with ωB97M-V/def2-TZVPD.

Properties
net charge	0
molar mass	74.5	g/mol
E_tot	-575.9480	a.u.
HOMO level (spin up / spin down)	-10.925 / -10.916	eV

The geometry in XYZ format:
```
7
C3H3Cl ωB97M-V/def2-TZVPD
Cl 1.57 -0.91 -0.84
C -2.86 -0.09 -0.91
C -1.83 0.30 -0.50
C 0.86 0.02 0.41
H -0.32 0.14 0.33
H 1.39 0.97 0.20
H 1.19 -0.43 1.32
```

=====

Below is C4H4N2 as an isolated structure in a non-equilibrium geometry, with properties calculated with ωB97M-V/def2-TZVPD.

Properties
net charge	0
molar mass	80.1	g/mol
E_tot	-264.1648	a.u.
HOMO level	-9.358	eV

The geometry in XYZ format:
```
10
C4H4N2 ωB97M-V/def2-TZVPD
N -1.20 -0.89 -0.46
N -1.18 2.55 0.47
C 1.09 -0.13 0.04
C 2.26 -0.43 0.05
C -0.81 1.48 0.20
C -0.35 0.12 0.08
H 3.31 -0.66 0.08
H -0.84 -1.82 -0.31
H -0.77 0.56 1.28
H -1.51 -0.79 -1.43
```

=====

Below is a 2-piece molecular cluster, C7H18N5 overall in a non-equilibrium geometry, with properties calculated with ωB97M-V/def2-TZVPD.

Properties
net charge	+1
molar mass	172.3	g/mol
E_tot	-550.9547	a.u.
HOMO level	-12.452	eV

The geometry in XYZ format:
```
30
C7H18N5 ωB97M-V/def2-TZVPD
N 2.02 -1.21 0.00
N -1.71 -0.21 -0.62
N 0.90 -0.45 -0.34
N -1.70 -0.85 -1.84
N 0.74 1.97 -0.47
C 0.48 3.25 0.06
C 3.25 -0.44 0.11
C 0.81 0.81 -0.26
C -2.67 -0.33 0.21
C -3.95 -1.09 -0.01
C -2.51 0.32 1.55
C 4.42 -1.39 0.27
H -2.61 -1.17 -2.17
H 4.51 -2.04 -0.60
H -1.49 0.67 1.70
H -0.02 -0.91 -0.43
H 0.12 3.22 1.09
H 3.40 0.21 -0.77
H 2.11 -1.98 -0.65
H 5.35 -0.83 0.38
H -4.30 -1.01 -1.04
H -3.78 -2.15 0.20
H -1.26 -0.25 -2.53
H 3.16 0.20 1.00
H 4.29 -2.01 1.15
H -3.19 1.18 1.61
H -4.73 -0.73 0.65
H -0.25 3.73 -0.59
H -2.78 -0.37 2.34
H 1.40 3.83 0.00
```

=====

Below is C40H52N11O10S3Sn as an isolated structure, with properties calculated with ωB97M-V/def2-TZVPD.

Properties
net charge	-1
molar mass	1061.8	g/mol
E_tot	-4319.3549	a.u.
HOMO level	-4.896	eV

The geometry in XYZ format:
```
117
C40H52N11O10S3Sn ωB97M-V/def2-TZVPD
Sn 0.10 0.33 0.55
S 2.55 -0.17 2.91
S -2.64 0.88 -0.11
S -2.06 -1.57 -2.07
O -2.53 5.90 3.67
O -2.39 -3.47 1.92
O -2.65 -1.54 6.19
O 2.34 0.85 1.85
O -1.05 0.77 2.69
O 1.22 1.54 -1.27
O 3.60 -1.74 -2.03
O 1.37 -1.02 3.04
O 3.03 0.40 4.15
O -0.66 -1.40 -1.55
N -1.77 -0.45 4.42
N 3.37 1.25 -3.95
N 3.07 1.57 -2.63
N -3.51 4.08 2.76
N -1.75 -1.32 2.20
N 0.53 -3.17 1.02
N 2.06 -2.41 -0.49
N 0.10 2.90 1.07
N -1.92 1.78 -2.52
N -2.85 3.35 -1.01
N 2.44 -3.63 -2.49
C -1.74 2.77 -3.38
C 4.11 2.14 -0.53
C -2.31 -2.46 2.64
C -2.45 2.11 -1.33
C 4.48 3.55 -2.47
C 5.48 4.11 -0.35
C -2.97 -2.53 4.02
C 4.73 0.77 -4.19
C -1.35 -4.31 4.87
C 2.30 -0.08 -5.76
C 3.84 -1.21 2.28
C -2.65 4.33 -1.88
C 1.23 3.45 1.52
C 0.79 -4.41 -1.00
C 1.29 0.51 -3.48
C 3.14 -3.77 -3.76
C -4.84 -0.87 3.28
C -3.14 -3.88 -1.11
C 2.28 0.54 -4.41
C 5.28 4.38 -1.70
C -2.07 4.08 -3.12
C -2.45 -1.49 4.99
C 4.88 3.00 0.23
C -3.06 5.70 -1.44
C 1.78 1.20 -2.31
C -3.16 -3.96 -2.63
C -2.44 4.86 3.03
C -1.04 3.38 1.55
C 0.06 4.95 2.95
C 1.13 -3.30 -0.15
C 1.47 -4.52 -2.15
C 3.90 2.43 -1.88
C -2.00 -3.09 -3.09
C -1.12 4.39 2.49
C -2.80 -3.93 4.64
C -1.51 -0.32 3.06
C 1.25 4.48 2.45
C -4.48 -2.25 3.81
C -3.01 -2.40 -0.76
C 2.74 -2.53 -1.65
H 4.29 3.76 -3.51
H -4.40 4.39 3.10
H -1.04 -3.54 -2.84
H 3.34 -4.83 -3.95
H 4.01 -2.01 3.00
H -3.45 3.21 2.25
H -1.90 4.87 -3.84
H -1.29 2.49 -4.34
H -1.28 -5.28 5.37
H 2.64 0.63 -6.52
H 4.07 -3.22 -3.69
H 3.53 -1.61 1.32
H -2.02 -2.82 -4.14
H -4.52 -0.08 3.97
H 4.81 0.53 -5.25
H 0.30 0.11 -3.55
H 1.30 -0.43 -6.02
H -4.06 5.67 -1.02
H 4.94 -0.10 -3.58
H -5.92 -0.78 3.18
H -2.46 -2.21 0.16
H 6.09 4.78 0.24
H 5.73 5.25 -2.16
H 0.77 -2.38 1.62
H -2.28 -4.43 -0.71
H -4.84 -3.02 3.12
H -3.06 -4.99 -3.01
H -0.81 -4.39 3.92
H 5.43 1.57 -3.98
H 1.30 -5.33 -2.86
H -4.03 -4.31 -0.65
H -0.83 -3.58 5.49
H 2.20 4.87 2.79
H -3.97 -1.89 -0.70
H 0.01 5.74 3.70
H -0.35 -3.64 1.22
H 0.03 -5.12 -0.72
H -3.35 -3.93 5.59
H -2.39 6.05 -0.66
H -3.03 6.42 -2.26
H 2.98 -0.94 -5.79
H 4.75 -0.61 2.18
H -1.93 2.92 1.13
H -4.11 -3.57 -3.01
H 5.02 2.78 1.28
H 3.64 1.27 -0.09
H -1.43 0.28 5.02
H -4.39 -0.67 2.31
H -4.97 -2.43 4.77
H 2.15 3.04 1.13
H -3.28 -4.64 3.97
H 2.54 -3.37 -4.58
```

=====

Q: The lowest molar mass belongs to which entry?
A: C3H3Cl